C38H114N6O16 | ωB97M-V/def2-TZVPD

Output
Kohn-Sham gap = 0.3364 Eh
Total charge = 0
E_LUMO = 0.3 eV
HOMO level = -8.9 eV

```
174
Properties=species:S:1:pos:R:3:lowdin_charge:R:1
C -2.834 8.819 24.559 -0.057
C -1.700 9.840 24.752 -0.331
O -2.067 11.117 24.325 -0.105
H -3.645 9.037 25.254 0.074
H -2.527 7.791 24.754 0.079
H -3.236 8.937 23.552 0.062
H -0.808 9.486 24.235 0.100
H -1.346 9.901 25.781 0.107
H -2.506 11.531 25.072 0.105
C -4.539 16.129 25.493 -0.084
C -5.721 16.794 26.176 -0.298
O -6.770 16.804 25.227 -0.098
H -3.798 16.064 26.290 0.065
H -4.102 16.676 24.657 0.065
H -4.750 15.112 25.162 0.066
H -5.430 17.798 26.483 0.096
H -6.026 16.317 27.107 0.114
H -6.393 17.279 24.483 -0.014
C -6.290 14.027 22.503 -0.054
C -5.021 13.182 22.377 -0.277
O -4.055 13.901 21.597 -0.129
H -6.501 14.464 21.527 0.074
H -6.090 14.852 23.187 0.056
H -7.141 13.450 22.864 0.083
H -5.174 12.240 21.850 0.097
H -4.694 12.916 23.382 0.102
H -3.309 13.300 21.536 0.017
C -6.966 19.952 23.907 -0.070
C -5.876 19.387 23.038 -0.310
O -5.965 18.004 23.133 -0.092
H -7.095 21.014 23.698 0.075
H -6.833 19.823 24.981 0.076
H -7.907 19.470 23.639 0.089
H -4.860 19.653 23.332 0.099
H -6.048 19.736 22.020 0.113
H -5.341 17.625 22.510 0.061
C 0.969 13.695 18.324 -0.022
C 0.111 14.938 18.545 -0.420
C -1.387 14.787 18.825 -0.220
O -1.964 14.000 17.814 -0.182
C -3.400 13.752 18.018 -0.049
N 0.605 15.677 19.663 0.063
H 0.939 13.073 19.218 0.069
H 1.978 13.982 18.028 0.084
H 0.480 13.216 17.476 0.079
H 0.129 15.555 17.647 0.135
H -1.921 15.734 18.902 0.104
H -1.559 14.304 19.787 0.108
H -3.746 13.013 17.295 0.089
H -4.086 14.593 17.916 0.069
H -3.528 13.398 19.041 0.060
H -0.067 16.389 19.911 0.041
H 0.589 14.983 20.397 0.041
C -0.694 10.038 20.951 -0.023
C -1.710 11.175 20.615 -0.376
C -3.098 10.567 20.377 -0.181
O -3.044 9.776 19.185 -0.175
C -4.138 8.938 18.984 -0.123
N -1.740 12.099 21.732 0.066
H -0.493 9.362 20.120 0.080
H -1.109 9.510 21.810 0.061
H 0.284 10.349 21.320 0.067
H -1.394 11.784 19.768 0.131
H -3.848 11.355 20.309 0.100
H -3.381 9.958 21.235 0.114
H -4.091 8.188 19.773 0.083
H -4.112 8.384 18.046 0.089
H -5.105 9.435 19.063 0.086
H -0.785 12.400 21.864 0.039
H -1.923 11.544 22.555 0.035
C -0.118 20.861 18.002 -0.047
C -1.464 20.485 18.660 -0.390
C -2.062 19.164 18.163 -0.191
O -2.284 19.225 16.746 -0.176
C -1.846 18.069 16.051 -0.107
N -1.244 20.433 20.139 0.030
H 0.650 20.103 18.157 0.062
H 0.269 21.777 18.449 0.076
H -0.235 20.875 16.918 0.078
H -2.113 21.320 18.399 0.132
H -3.001 18.886 18.641 0.108
H -1.344 18.385 18.420 0.105
H -2.263 17.084 16.260 0.081
H -0.759 17.997 16.070 0.087
H -2.123 18.215 15.007 0.086
H -0.835 21.287 20.491 0.078
H -2.197 20.498 20.466 0.074
C -1.431 18.540 23.195 -0.044
C -0.996 17.376 22.310 -0.384
C -1.362 15.961 22.858 -0.125
O -0.846 15.759 24.200 -0.225
C -1.154 14.477 24.721 -0.090
N -1.512 17.575 20.983 0.054
H -2.505 18.722 23.220 0.062
H -0.943 19.429 22.796 0.070
H -1.096 18.460 24.230 0.056
H 0.088 17.431 22.216 0.116
H -0.998 15.160 22.213 0.100
H -2.430 15.751 22.805 0.106
H -0.870 13.698 24.013 0.065
H -2.229 14.408 24.892 0.083
H -0.672 14.203 25.659 0.075
H -2.521 17.534 20.964 0.055
H -1.277 18.496 20.640 0.021
C 1.007 18.125 28.229 -0.039
C 0.780 17.610 26.810 -0.398
C 1.918 16.702 26.228 -0.184
O 3.126 17.406 26.112 -0.207
C 4.071 16.668 25.260 -0.042
N -0.519 17.000 26.740 0.066
H 0.249 18.854 28.515 0.070
H 1.957 18.647 28.344 0.078
H 1.061 17.376 29.019 0.080
H 0.790 18.493 26.170 0.120
H 1.588 16.352 25.250 0.105
H 2.047 15.812 26.843 0.124
H 5.018 17.191 25.128 0.093
H 3.633 16.474 24.281 0.083
H 4.350 15.745 25.769 0.078
H -0.718 16.667 25.808 0.044
H -1.108 17.770 27.023 0.039
C 1.083 11.858 26.934 -0.028
C 1.802 12.382 25.611 -0.390
C 3.289 12.184 25.716 -0.216
O 3.809 12.772 26.899 -0.181
C 5.193 12.610 26.975 -0.121
N 1.278 11.656 24.480 0.057
H 0.002 11.760 26.833 0.051
H 1.149 12.615 27.716 0.060
H 1.452 10.955 27.422 0.081
H 1.613 13.448 25.478 0.123
H 3.689 12.598 24.790 0.119
H 3.530 11.124 25.784 0.130
H 5.702 12.996 26.092 0.091
H 5.451 11.563 27.134 0.085
H 5.515 13.027 27.929 0.093
H 1.568 10.692 24.561 0.093
H 0.269 11.634 24.487 0.045
C 2.594 18.224 20.287 -0.195
O 3.184 17.119 19.670 -0.120
H 2.111 17.944 21.223 0.047
H 3.299 19.024 20.515 0.078
H 1.814 18.736 19.724 0.056
H 2.476 16.476 19.585 0.012
C 2.053 14.212 22.211 -0.100
O 1.150 13.097 21.936 -0.173
H 2.854 13.966 22.908 0.069
H 2.375 14.599 21.244 0.069
H 1.528 14.992 22.761 0.062
H 1.239 12.444 22.634 0.008
C 2.441 19.783 23.700 -0.149
O 3.237 19.962 24.857 -0.124
H 2.948 19.168 22.956 0.056
H 1.551 19.244 24.026 0.054
H 2.076 20.709 23.257 0.083
H 3.365 19.146 25.348 0.028
C -1.225 14.421 28.848 -0.173
O -1.946 15.644 28.825 -0.144
H -1.571 13.835 27.997 0.055
H -0.145 14.563 28.805 0.060
H -1.347 13.842 29.764 0.075
H -1.590 16.272 28.192 0.005
C -4.991 16.935 19.783 -0.114
O -4.492 16.514 21.072 -0.157
H -5.428 17.933 19.816 0.080
H -4.220 16.843 19.019 0.053
H -5.814 16.346 19.379 0.078
H -4.303 15.583 21.211 0.021
C -2.867 19.815 26.210 -0.160
O -2.573 18.963 27.276 -0.117
H -3.288 19.401 25.294 0.056
H -3.569 20.577 26.548 0.084
H -1.978 20.350 25.875 0.083
H -2.343 19.524 28.021 0.095
```